DFT (wB97M-V/def2-TZVPD) results for C3H6N2O in the gas phase at a distorted geometry.

Structure (XYZ):
```
12
Properties=species:S:1:pos:R:3:forces:R:3:nbo_charge:R:1
C -0.3186 0.6363 -2.1288 -1.5 -0.2 0.4 -0.279
C 0.6094 0.8720 0.0630 -0.2 0.2 -1.6 0.435
C -0.1338 -1.4501 2.3024 0.2 0.0 0.5 -0.095
H -0.8905 1.4391 -2.6820 0.6 -0.9 0.7 0.193
H -1.0476 -0.0603 -1.5558 1.3 1.2 -1.1 0.220
H 0.2846 0.0767 -2.8420 -0.1 -0.1 0.1 0.192
H 1.1261 1.5610 0.7198 0.1 0.0 0.1 0.179
H -0.6218 -2.2816 1.7359 0.4 0.7 0.5 0.169
H 0.0515 -1.5033 3.4070 -0.3 -0.3 -1.2 0.187
N 0.0862 -0.2248 0.4258 -0.1 0.0 -0.6 -0.412
N 0.2832 -0.3729 1.7710 -0.1 -0.5 1.5 -0.293
O 0.5712 1.3079 -1.2163 -0.3 -0.1 0.8 -0.496
```
Forces are in eV/Å.

- SMILES: C=N/N=C/OC
- HOMO: -9.3 eV
- Charge: 0